Below is C25H51N5O2PSSbW as an isolated structure at a distorted geometry, with properties calculated with ωB97M-V/def2-TZVPD.

The value obtained for the total energy is -2453.6334 hartree. Its total charge is +2. Its gap between HOMO and LUMO (spin up / spin down) is 5.29 / 5.29 eV. The energy relative to the best compared isomer or geometry (same formula, charge and spin) comes out at 100.7 kJ/mol. The value obtained for the highest occupied orbital energy (spin up / spin down) is -12.80 / -12.80 eV. Its strongest force on any atom is 0.0846 hartree/bohr. As for the LUMO energy (spin up / spin down): -7.51 / -7.51 eV.

Geometry (Å):
W1 0.2339 -0.0369 -1.8204
O1 -0.1697 -1.2549 -3.3301
O2 0.7762 -1.8383 -2.3926
C1 3.0816 -1.3696 -4.5082
C2 3.5016 -0.0360 -4.8825
C3 2.8566 0.6817 -5.9874
Sb1 2.1562 1.5270 -2.3597
C4 3.2466 0.3785 -0.5154
C5 2.8156 1.1644 0.6962
C6 3.0032 -1.1307 -0.5087
C7 2.7093 5.2656 -1.1144
C8 1.6036 5.3283 -2.0017
C9 4.0158 4.7980 -1.4706
H1 3.5062 -1.9945 -5.3223
H2 2.0017 -1.5181 -4.5559
H3 3.5202 -1.7246 -3.5862
H4 4.4430 0.3478 -4.5022
H5 2.1254 0.0704 -6.5110
H6 3.5973 1.1197 -6.6581
H7 2.3257 1.5262 -5.5441
H8 4.2225 0.6601 -0.8945
H9 1.8592 0.8064 1.0746
H10 2.7489 2.2344 0.5055
H11 3.5676 1.0316 1.4849
H12 2.0916 -1.4136 0.0409
H13 3.8501 -1.6850 -0.0937
H14 2.8981 -1.4825 -1.5271
H15 2.5061 5.4106 -0.0547
H16 1.8342 5.4326 -3.0573
H17 0.7594 5.9189 -1.6544
H18 1.2724 4.2464 -1.8545
H19 4.3009 4.9568 -2.5071
H20 3.8467 3.6876 -1.3680
H21 4.7843 5.0654 -0.7493
N1 -0.2572 0.0012 -0.1241
P1 -1.1924 -0.6971 1.0645
N2 -1.8071 -2.0979 0.5023
C10 -2.0911 -2.3256 -0.9342
C11 -3.3689 -3.1323 -1.1079
C12 -3.2337 -4.5152 -0.4648
C13 -2.4441 -4.4313 0.8541
C14 -2.5088 -3.0242 1.4231
N3 -0.3900 -1.1029 2.4312
C15 0.4335 -2.3363 2.4836
C16 1.8388 -2.0322 2.9776
C17 1.8057 -1.4930 4.4127
C18 0.5252 -0.6865 4.6657
C19 0.0150 -0.0464 3.3852
N4 -2.2438 0.4697 1.5050
C20 -3.2258 0.1743 2.5737
C21 -3.7571 1.4758 3.1502
C22 -4.5410 2.2592 2.0884
C23 -3.9614 2.0154 0.6868
C24 -2.4708 1.7265 0.7639
H22 -1.2527 -2.8517 -1.3949
H23 -2.2170 -1.3675 -1.4491
H24 -3.5773 -3.2198 -2.1743
H25 -4.2056 -2.5803 -0.6737
H26 -2.7335 -5.1958 -1.1543
H27 -4.2247 -4.9308 -0.2840
H28 -1.3954 -4.6952 0.6982
H29 -2.8391 -5.1338 1.5873
H30 -2.0462 -2.9677 2.4053
H31 -3.5526 -2.7177 1.5437
H32 0.4456 -2.7931 1.4932
H33 -0.0375 -3.0576 3.1588
H34 2.3080 -1.3103 2.3038
H35 2.4377 -2.9418 2.9247
H36 2.6858 -0.8768 4.5995
H37 1.8603 -2.3235 5.1171
H38 0.6976 0.0936 5.4066
H39 -0.2612 -1.3287 5.0694
H40 0.7896 0.5990 2.9576
H41 -0.8477 0.5851 3.5895
H42 -2.7417 -0.4293 3.3430
H43 -4.0559 -0.4157 2.1697
H44 -2.9159 2.0643 3.5258
H45 -4.3881 1.2528 4.0102
H46 -4.5113 3.3233 2.3262
H47 -5.5915 1.9677 2.1087
H48 -4.1275 2.8799 0.0435
H49 -4.4544 1.1684 0.2028
H50 -1.9558 2.5475 1.2745
H51 -2.0422 1.6376 -0.2311
S1 -1.5633 3.5337 -3.6890
C25 -1.4065 2.0970 -3.0546
N5 -1.2972 1.0124 -2.5612